Here is a cluster of 2 separate species, C9H14 in total from the OMol25 dataset. Energies are from ωB97M-V/def2-TZVPD.

Orbital gap (alpha / beta), eV: 10.43 / 6.64
Spin multiplicity: 2
Charge: +1
HOMO energy (alpha / beta), eV: -14.831 / -14.835
LUMO (alpha / beta), eV: -4.4 / -8.2

Element x y z (Å)
C  0.1535  2.4603  0.9862
C  -1.9653  -0.4792  2.0233
C  -1.5648  0.8045  1.8170
C  -1.0695  -1.5367  1.7099
C  -0.2787  1.0707  1.2349
C  0.2231  -1.2800  1.1782
C  0.6164  -0.0057  0.9498
H  -2.9267  -0.7420  2.4284
H  -2.2226  1.6270  2.0545
H  -1.3316  -2.5688  1.8823
H  0.8938  -2.1003  0.9569
H  -0.5825  3.1999  1.3050
H  0.3926  2.5438  -0.0817
H  1.5988  0.1778  0.5420
H  1.0850  2.6620  1.5244
C  0.1719  -0.9523  -2.7352
C  1.5885  -0.4990  -2.3946
H  0.0120  -2.0153  -2.5141
H  -0.6042  -0.4005  -2.2026
H  -0.0562  -0.8357  -3.7986
H  1.6291  0.5434  -2.0499
H  2.2350  -0.6108  -3.2569
H  2.0028  -1.0629  -1.5594

Here is the molecule C4H9NOS in a non-equilibrium geometry from the OMol25 dataset. Energies are from ωB97M-V/def2-TZVPD.

Orbital gap, eV: 9.69
HOMO energy, eV: -8.920
LUMO, eV: 0.8

Element x y z (Å)
C  -0.2952  1.5966  -0.3927
C  0.8410  1.4304  0.6131
C  -0.0944  -0.8530  -0.4305
C  -0.6864  -2.0860  0.1856
N  -1.1638  0.4505  -0.3401
O  2.4891  -0.2592  -0.6437
S  1.4784  -0.3017  0.4136
H  -0.8720  2.5017  -0.1864
H  0.1106  1.6691  -1.4060
H  1.6687  2.1143  0.4503
H  0.4718  1.5095  1.6346
H  0.1291  -0.9424  -1.4893
H  -0.8208  -1.9624  1.2583
H  -0.0175  -2.9287  0.0223
H  -1.6475  -2.3170  -0.2686
H  -1.5912  0.3782  0.5796

Here is a structure of composition C32H29BaN3O6S3 from the OMol25 dataset. Energies are from ωB97M-V/def2-TZVPD.

Orbital gap, eV: 5.48
Charge: -2
HOMO energy, eV: -1.558
LUMO, eV: 3.9

Element x y z (Å)
Ba  -1.5109  -0.1464  0.3359
O  -4.9602  0.9333  -1.3727
C  -3.8640  0.5522  -1.7828
O  -3.2757  -0.5470  -1.4984
C  -3.1233  1.4801  -2.7773
C  -1.8712  0.8403  -3.3756
C  -1.4117  1.6078  -4.6247
C  -0.7753  2.8710  -3.9927
C  -1.0363  2.6154  -2.5025
O  -0.8523  1.1883  -2.4144
C  -2.5353  2.8109  -2.1910
C  -2.7318  3.1079  -0.6872
O  -3.3446  4.1274  -0.3742
O  -2.1465  2.2866  0.0947
H  -3.8531  1.7236  -3.5528
H  -1.9285  -0.2402  -3.4673
H  -2.2461  1.8317  -5.2914
H  -0.6717  1.0325  -5.1832
H  -1.2366  3.8007  -4.3278
H  0.2946  2.9199  -4.1990
H  -0.3597  3.1100  -1.8086
H  -2.9299  3.6690  -2.7349
C  -1.5190  -1.3941  6.3602
C  -0.6599  -2.4581  5.8551
C  -0.6110  -2.7208  4.5406
C  -1.3751  -1.9318  3.5884
C  -1.9162  -0.6041  4.0482
C  -2.1321  -0.5492  5.5282
N  -1.5761  -2.2994  2.3608
N  -1.2409  -3.5755  2.0669
C  -0.9716  -3.8428  0.7845
C  -0.9244  -5.2290  0.4236
C  -0.6057  -5.5989  -0.8488
C  -0.3205  -4.6121  -1.8106
C  -0.3866  -3.3030  -1.3921
N  -0.6840  -2.9015  -0.1532
H  -1.6433  -1.2815  7.4321
H  -0.0553  -3.0227  6.5551
H  0.0055  -3.5079  4.1310
H  -2.8552  -0.3951  3.5293
H  -2.7430  0.2638  5.9031
H  -1.1603  -5.9517  1.1929
H  -0.5829  -6.6495  -1.1204
H  -0.0617  -4.8573  -2.8315
H  -0.1753  -2.5036  -2.1013
S  -0.8953  0.8699  3.5418
C  0.6935  0.4917  4.2327
C  0.9170  0.8871  5.5510
C  2.1225  0.6458  6.1864
C  3.1291  0.0078  5.4654
C  2.9256  -0.3652  4.1532
C  1.7058  -0.1460  3.4760
S  1.5427  -0.6818  1.8335
H  0.1143  1.3901  6.0758
H  2.2764  0.9524  7.2139
H  4.0880  -0.1931  5.9327
H  3.7160  -0.8565  3.5991
C  3.6123  0.3897  -0.7994
S  2.3090  1.6003  -1.0562
O  2.8505  2.9047  -0.5862
C  2.4589  1.6353  -2.8529
C  3.0593  2.7341  -3.4408
C  3.1447  2.8034  -4.8265
C  2.6257  1.7819  -5.6082
C  2.0118  0.6884  -5.0063
C  1.9179  0.6167  -3.6263
H  4.5401  0.8076  -1.1906
H  3.3422  -0.5360  -1.3075
H  3.6399  0.2076  0.2743
H  3.4381  3.5183  -2.7967
H  3.6072  3.6633  -5.2959
H  2.6841  1.8420  -6.6882
H  1.5872  -0.1001  -5.6155
H  1.4002  -0.2090  -3.1522

In the order shown, the computed relative energy (zero: lowest compared OMol25 entry of this formula, charge and spin) values come out to 0.046, 2.145, 0.000 eV.